Molecular formula: C32H88N8O8
Method: DFT, ωB97M-V/def2-TZVPD

SMILES: COC[C@H](C)N.COC[C@H](C)N.COC[C@H](C)N.COC[C@H](C)N.COC[C@H](C)N.COC[C@H](C)N.COC[C@H](C)N.COC[C@H](C)N
Gap between HOMO and LUMO (eV): 9.5
LUMO energy (eV): 0.58

Structure (ORCA input):
```
! RIJCOSX wB97M-V def2-TZVPD def2/J DEFGRID3
* xyz 0 1
C 2.00 -2.33 -8.03
O 3.23 -2.56 -7.38
C 3.34 -1.96 -6.12
C 4.69 -2.41 -5.51
C 4.80 -1.90 -4.08
N 5.83 -1.87 -6.28
H 1.20 -2.80 -7.45
H 2.01 -2.72 -9.04
H 1.73 -1.27 -8.07
H 3.37 -0.85 -6.16
H 2.43 -2.06 -5.51
H 4.71 -3.49 -5.67
H 4.07 -2.38 -3.43
H 4.62 -0.82 -4.07
H 5.81 -1.99 -3.68
H 5.55 -2.02 -7.25
H 5.79 -0.85 -6.18
C 2.12 1.99 0.40
O 3.39 1.91 -0.22
C 4.40 1.41 0.63
C 5.62 1.11 -0.21
C 5.37 -0.15 -1.03
N 6.75 0.79 0.74
H 1.51 2.53 -0.32
H 2.15 2.70 1.24
H 1.66 1.05 0.70
H 4.63 2.16 1.41
H 3.99 0.55 1.18
H 5.96 1.97 -0.78
H 4.47 -0.07 -1.63
H 5.39 -1.06 -0.43
H 6.22 -0.28 -1.71
H 7.58 0.82 0.15
H 6.84 1.59 1.36
C -3.69 -3.75 -2.10
O -3.90 -2.85 -1.02
C -4.38 -3.45 0.17
C -3.33 -4.30 0.91
C -3.28 -5.80 0.60
N -3.41 -4.18 2.39
H -4.64 -4.16 -2.45
H -2.94 -4.52 -1.91
H -3.22 -3.14 -2.88
H -4.49 -2.63 0.89
H -5.35 -3.92 0.00
H -2.36 -3.87 0.64
H -2.42 -6.32 1.03
H -3.24 -5.93 -0.48
H -4.15 -6.37 0.93
H -2.78 -4.89 2.73
H -2.99 -3.30 2.69
C -3.14 3.67 -0.30
O -3.07 3.96 1.07
C -2.17 5.01 1.37
C -2.17 5.29 2.87
C -1.14 6.33 3.27
N -1.92 4.01 3.54
H -2.18 3.25 -0.62
H -3.32 4.56 -0.92
H -3.91 2.92 -0.45
H -1.18 4.69 1.04
H -2.30 5.96 0.82
H -3.17 5.68 3.08
H -1.31 7.24 2.69
H -0.13 6.01 3.00
H -1.14 6.61 4.32
H -2.61 3.37 3.19
H -1.92 4.03 4.55
C -5.88 2.15 3.85
O -5.52 0.79 3.94
C -4.39 0.50 3.13
C -3.96 -0.96 3.32
C -3.78 -1.27 4.81
N -2.64 -1.18 2.69
H -6.95 2.29 3.95
H -5.58 2.62 2.91
H -5.36 2.75 4.61
H -4.63 0.63 2.07
H -3.53 1.13 3.40
H -4.69 -1.66 2.90
H -4.68 -1.03 5.37
H -2.90 -0.75 5.20
H -3.68 -2.34 4.98
H -1.95 -0.52 3.06
H -2.76 -0.91 1.71
C -0.26 3.70 -3.63
O 0.40 2.48 -3.87
C 1.78 2.55 -3.64
C 2.44 1.20 -4.02
C 2.16 0.04 -3.10
N 3.91 1.45 -3.98
H -1.33 3.63 -3.81
H 0.17 4.48 -4.26
H -0.06 4.01 -2.59
H 2.20 3.33 -4.31
H 2.04 2.91 -2.64
H 2.19 0.87 -5.03
H 1.10 -0.20 -3.17
H 2.38 0.13 -2.03
H 2.71 -0.84 -3.42
H 4.19 2.32 -4.42
H 4.13 1.56 -3.00
C 1.56 -2.08 -0.19
O 0.60 -1.21 -0.74
C -0.66 -1.18 -0.08
C -1.54 -0.25 -0.90
C -0.98 1.17 -0.89
N -2.92 -0.19 -0.30
H 1.20 -3.11 -0.10
H 1.94 -1.75 0.78
H 2.41 -2.07 -0.88
H -0.99 -2.23 0.01
H -0.60 -0.84 0.96
H -1.60 -0.52 -1.96
H 0.02 1.13 -1.32
H -0.92 1.65 0.08
H -1.61 1.76 -1.56
H -3.29 -1.14 -0.34
H -3.42 0.26 -1.06
C 0.02 1.44 3.63
O -0.21 0.05 3.63
C 0.71 -0.60 4.52
C 0.27 -2.06 4.71
C 1.21 -2.79 5.64
N 0.19 -2.87 3.46
H -0.51 2.00 2.87
H 1.07 1.63 3.39
H -0.23 1.95 4.57
H 1.71 -0.58 4.07
H 0.67 -0.16 5.51
H -0.76 -2.00 5.10
H 2.15 -3.05 5.16
H 0.79 -3.78 5.86
H 1.31 -2.30 6.61
H -0.27 -3.75 3.63
H -0.45 -2.30 2.91
*
```

Atomic partial charges in e from the Mulliken method, atoms 1 to 2: -0.77, -0.39

=====

Molecular formula: C32H88O16
Method: DFT, ωB97M-V/def2-TZVPD

<S²>: 0.754
Gap between HOMO and LUMO (spin up / spin down) (eV): 9.7 / 3.2
LUMO energy (spin up / spin down) (eV): -2.21 / -8.73

Structure (ORCA input):
```
! RIJCOSX wB97M-V def2-TZVPD def2/J DEFGRID3
* xyz 1 2
C -25.26 17.26 -22.75
C -25.75 16.42 -23.94
O -25.07 15.19 -24.10
O -23.96 17.64 -23.02
H -25.36 16.76 -21.79
H -25.90 18.14 -22.75
H -25.57 16.90 -24.90
H -26.83 16.28 -23.91
H -25.05 15.02 -25.05
H -23.53 16.80 -23.16
C -21.24 19.21 -21.42
C -20.05 20.14 -21.20
O -20.49 21.37 -20.90
O -21.97 19.49 -22.58
H -21.91 19.34 -20.57
H -20.95 18.16 -21.35
H -19.31 20.14 -22.00
H -19.55 19.79 -20.29
H -21.00 21.71 -21.63
H -22.57 18.80 -22.85
C -20.09 17.28 -18.15
C -21.11 16.30 -17.56
O -20.88 15.02 -18.05
O -18.84 17.10 -17.64
H -20.39 18.33 -18.12
H -19.98 17.15 -19.23
H -22.13 16.47 -17.89
H -21.06 16.35 -16.47
H -19.98 14.83 -17.77
H -18.20 17.62 -18.13
C -23.27 14.19 -21.54
C -21.93 14.94 -21.79
O -21.96 15.64 -23.02
O -23.66 13.40 -22.69
H -24.00 14.95 -21.24
H -23.11 13.54 -20.68
H -21.12 14.21 -21.83
H -21.68 15.63 -21.00
H -21.62 15.11 -23.74
H -24.09 14.02 -23.29
C -26.40 12.49 -19.86
C -26.83 13.75 -19.09
C -27.31 13.35 -17.73
O -25.72 14.57 -18.80
H -26.28 12.72 -20.92
H -27.17 11.71 -19.80
H -25.49 12.02 -19.49
H -27.58 14.29 -19.67
H -28.35 13.04 -17.89
H -27.43 14.20 -17.06
H -26.77 12.58 -17.19
H -24.98 14.03 -18.51
C -24.40 18.01 -19.32
C -25.36 17.99 -18.12
C -25.88 19.39 -17.77
O -26.50 17.41 -18.68
H -24.09 17.01 -19.62
H -23.56 18.64 -19.01
H -24.88 18.36 -20.24
H -24.97 17.41 -17.28
H -26.91 19.37 -17.41
H -25.89 20.10 -18.60
H -25.38 19.86 -16.92
H -26.45 16.48 -18.89
C -22.92 17.68 -14.59
C -22.44 19.03 -14.20
C -22.85 19.22 -12.73
O -21.06 18.98 -14.32
H -22.93 17.40 -15.65
H -23.91 17.47 -14.18
H -22.41 16.86 -14.10
H -22.93 19.87 -14.69
H -23.89 18.96 -12.57
H -22.59 20.18 -12.29
H -22.33 18.66 -11.95
H -20.82 18.05 -14.24
C -26.81 21.40 -20.95
C -27.96 22.30 -20.47
C -29.25 21.56 -20.17
O -27.47 22.98 -19.29
H -27.10 20.36 -21.10
H -25.90 21.34 -20.35
H -26.45 21.72 -21.93
H -28.11 23.07 -21.23
H -30.13 22.20 -20.17
H -29.19 21.05 -19.21
H -29.46 20.87 -20.99
H -28.24 23.28 -18.81
C -29.97 16.60 -17.42
C -30.65 17.89 -16.86
C -32.02 18.25 -17.56
O -30.88 17.71 -15.53
H -29.12 16.70 -18.10
H -30.65 15.86 -17.82
H -29.45 16.11 -16.59
H -30.03 18.79 -16.88
H -31.97 18.61 -18.59
H -32.50 19.00 -16.94
H -32.75 17.44 -17.63
H -31.64 17.12 -15.46
C -25.98 20.50 -13.73
C -25.99 21.03 -12.29
C -25.08 22.25 -12.00
O -27.26 21.30 -11.75
H -25.02 20.31 -14.20
H -26.41 21.20 -14.45
H -26.43 19.52 -13.82
H -25.55 20.17 -11.79
H -24.07 22.13 -12.37
H -24.97 22.45 -10.94
H -25.45 23.19 -12.42
H -27.80 21.77 -12.39
C -22.90 21.57 -17.26
C -22.77 22.82 -16.49
C -23.19 22.88 -15.07
O -21.44 23.30 -16.56
H -22.20 21.61 -18.10
H -23.94 21.45 -17.57
H -22.58 20.62 -16.81
H -23.49 23.44 -17.02
H -22.57 22.19 -14.49
H -24.22 22.55 -14.97
H -23.10 23.80 -14.50
H -20.84 22.66 -16.15
C -28.64 14.99 -14.20
C -27.38 15.85 -13.90
C -26.97 16.88 -14.96
O -27.55 16.47 -12.66
H -29.46 15.67 -14.43
H -28.91 14.30 -13.40
H -28.48 14.40 -15.11
H -26.57 15.12 -13.88
H -26.72 16.30 -15.85
H -26.07 17.44 -14.74
H -27.81 17.54 -15.19
H -28.41 16.90 -12.60
*
```

Atomic partial charges in e from the Mulliken method, atoms 1 to 2: 0.28, -0.82

=====

Molecular formula: C32H89N7O11
Method: DFT, ωB97M-V/def2-TZVPD

SMILES: COC[C@H](C)N.COC[C@H](C)N.COC[C@H](C)N.COC[C@H](C)N.COC[C@H](C)N.COC[C@H](C)N.COC[C@H](C)N.OCCO.OCCO
Gap between HOMO and LUMO (eV): 9.2
LUMO energy (eV): 0.20

Structure (ORCA input):
```
! RIJCOSX wB97M-V def2-TZVPD def2/J DEFGRID3
* xyz 0 1
C 17.84 31.36 34.95
O 18.03 31.22 36.35
C 19.12 32.12 36.81
C 19.29 31.98 38.34
C 18.02 32.21 39.14
N 20.24 33.06 38.67
H 17.66 32.38 34.61
H 17.03 30.76 34.53
H 18.75 30.99 34.48
H 20.11 31.94 36.41
H 18.93 33.14 36.49
H 19.56 31.01 38.76
H 17.70 31.30 39.65
H 17.17 32.46 38.50
H 18.01 32.83 40.03
H 20.26 33.73 37.91
H 19.79 33.64 39.36
C 21.62 36.12 37.43
O 20.55 35.55 36.64
C 19.96 36.50 35.84
C 18.66 35.87 35.21
C 18.95 34.71 34.14
N 17.96 36.87 34.55
H 21.31 36.96 38.05
H 22.52 36.47 36.93
H 21.81 35.38 38.20
H 19.77 37.39 36.44
H 20.72 36.79 35.11
H 18.06 35.54 36.05
H 19.38 33.75 34.40
H 19.62 35.15 33.39
H 18.02 34.54 33.59
H 18.20 36.98 33.58
H 18.10 37.81 34.89
C 19.91 23.68 32.15
O 19.15 24.55 32.96
C 19.32 25.91 32.63
C 18.19 26.49 31.76
C 18.54 27.78 30.99
N 16.86 26.49 32.37
H 19.55 23.92 31.15
H 19.76 22.66 32.51
H 20.98 23.88 32.21
H 19.14 26.33 33.62
H 20.33 26.08 32.24
H 18.05 25.80 30.93
H 18.38 28.68 31.59
H 17.99 28.02 30.09
H 19.57 27.77 30.63
H 16.83 27.15 33.13
H 16.59 25.60 32.77
C 13.48 29.29 25.75
O 13.17 28.43 26.86
C 11.89 28.64 27.46
C 11.93 29.69 28.48
C 13.21 29.64 29.36
N 10.80 29.48 29.34
H 13.92 30.23 26.09
H 12.59 29.49 25.16
H 14.30 28.90 25.15
H 11.11 28.82 26.71
H 11.68 27.78 28.10
H 11.92 30.74 28.18
H 13.25 28.72 29.95
H 13.15 30.41 30.13
H 14.13 29.88 28.82
H 10.00 28.98 28.97
H 11.09 28.90 30.11
C 18.25 30.69 26.78
O 18.36 29.84 25.64
C 17.64 28.66 25.59
C 17.43 27.84 26.91
C 18.66 27.08 27.31
N 16.23 26.99 26.93
H 17.26 30.84 27.22
H 18.52 31.72 26.53
H 18.83 30.34 27.64
H 16.62 28.79 25.22
H 18.24 27.94 25.04
H 17.23 28.49 27.76
H 18.45 26.65 28.29
H 19.54 27.73 27.34
H 18.87 26.27 26.61
H 15.44 27.39 26.44
H 15.94 26.97 27.90
C 15.64 30.99 31.68
O 17.00 30.94 31.37
C 17.42 32.12 30.76
C 18.94 32.09 30.45
C 19.78 31.99 31.77
N 19.40 33.25 29.68
H 15.22 30.02 31.94
H 14.97 31.56 31.04
H 15.65 31.67 32.54
H 16.96 32.06 29.78
H 17.11 33.11 31.10
H 18.98 31.22 29.79
H 19.72 30.92 31.98
H 19.43 32.47 32.68
H 20.80 32.24 31.47
H 19.43 34.05 30.30
H 20.28 32.93 29.29
C 25.93 32.22 31.80
O 24.86 31.41 32.38
C 23.66 31.29 31.63
C 23.77 30.67 30.23
C 22.51 30.30 29.48
N 24.47 29.39 30.38
H 26.73 32.37 32.52
H 25.66 33.25 31.55
H 26.34 31.71 30.93
H 23.09 30.62 32.27
H 23.01 32.16 31.49
H 24.34 31.19 29.46
H 21.78 29.89 30.18
H 22.67 29.53 28.73
H 21.94 31.13 29.06
H 23.94 28.96 31.13
H 25.30 29.65 30.89
O 23.36 35.56 28.53
C 21.99 35.97 28.13
C 22.07 37.43 28.22
O 21.94 37.78 29.60
H 23.51 35.87 29.43
H 21.71 35.58 27.15
H 21.31 35.56 28.88
H 21.25 37.92 27.70
H 23.04 37.81 27.88
H 22.74 38.14 29.98
O 13.49 33.20 27.89
C 14.76 32.80 27.38
C 15.09 33.50 25.99
O 15.13 34.91 26.25
H 13.33 34.04 27.45
H 15.46 33.20 28.11
H 14.80 31.71 27.43
H 14.28 33.43 25.26
H 16.04 33.28 25.49
H 15.13 35.34 25.40
*
```

Atomic partial charges in e from the Mulliken method, atoms 1 to 2: -0.43, -0.48

=====

The records above yield E values of -62907.3673, -67356.3895, -67570.3079 eV, respectively.
The records above yield F_max values of 2.048, 3.179, 3.415 eV Å⁻¹, respectively.